{
  "formula": "C23H25As2BCrF7N4O3S3Se",
  "method": "the ωB97M-V functional and the def2-TZVPD basis",
  "symbols": ["Cr", "C", "As", "C", "C", "C", "C", "C", "C", "C", "As", "C", "C", "H", "H", "H", "H", "H", "H", "H", "H", "H", "H", "H", "H", "H", "H", "H", "H", "S", "C", "F", "B", "F", "F", "F", "Se", "N", "C", "C", "C", "C", "C", "C", "N", "H", "H", "H", "H", "F", "C", "F", "F", "S", "O", "O", "O", "C", "C", "C", "C", "N", "C", "S", "N", "H", "H", "H", "H", "H"],
  "positions_angstrom": [[-0.7496, 0.7598, -1.0173], [-0.2809, -2.3779, 1.4177], [0.3008, -0.5239, 1.7079], [-0.5678, -0.2328, 3.4398], [2.1098, -0.9448, 2.4178], [2.2159, -1.8949, 3.4357], [3.4338, -2.2258, 4.0044], [4.5885, -1.6010, 3.5535], [4.4969, -0.6593, 2.5433], [3.2734, -0.3153, 1.9671], [3.2178, 1.0215, 0.5171], [4.6524, 0.2104, -0.5712], [4.3670, 2.3890, 1.3360], [0.0368, -3.0480, 2.2165], [0.1179, -2.7242, 0.4643], [-1.3696, -2.3828, 1.3575], [-0.3785, -1.0568, 4.1287], [-1.6407, -0.1461, 3.2716], [-0.1844, 0.6999, 3.8493], [1.3238, -2.3896, 3.8013], [3.4807, -2.9658, 4.7955], [5.5521, -1.8432, 3.9878], [5.4042, -0.1756, 2.1990], [5.5830, 0.1097, -0.0091], [4.8191, 0.8415, -1.4445], [4.3272, -0.7648, -0.9261], [5.2830, 1.9623, 1.7483], [3.7981, 2.9019, 2.1065], [4.6306, 3.1070, 0.5567], [1.3190, 3.6795, -1.6024], [0.4781, 2.4506, -1.3214], [1.7270, 4.2888, 2.1530], [0.8622, 3.2466, 2.5523], [0.1035, 3.6463, 3.6606], [1.6440, 2.1149, 2.9069], [0.0219, 2.8988, 1.4803], [-2.2613, -2.1344, -2.0035], [-2.1625, -0.7686, -0.7933], [-3.1474, -0.9821, 0.1149], [-3.3955, -0.1799, 1.2411], [-4.4120, -0.5168, 2.1168], [-5.2031, -1.6519, 1.9000], [-4.9814, -2.4621, 0.8041], [-3.9529, -2.1539, -0.1107], [-3.6671, -2.9079, -1.1921], [-2.7947, 0.7055, 1.4024], [-4.5960, 0.1113, 2.9805], [-5.9940, -1.8971, 2.6002], [-5.5798, -3.3475, 0.6254], [2.9065, -2.6166, -1.8290], [1.9983, -2.4547, -2.7975], [2.5840, -2.7831, -3.9627], [1.0093, -3.3223, -2.5824], [1.4001, -0.7129, -2.8547], [0.4358, -0.6790, -3.9207], [2.6086, 0.0441, -3.0275], [0.7945, -0.6095, -1.5068], [-2.0905, 0.4093, -5.2659], [-2.7600, 1.4176, -4.3854], [-3.8345, 2.1768, -4.8383], [-4.3680, 3.0902, -3.9471], [-3.9215, 3.2574, -2.7143], [-2.8912, 2.4714, -2.3409], [-2.2719, 2.6272, -0.7352], [-2.2913, 1.5686, -3.1496], [-2.6861, 0.2202, -6.1601], [-1.9295, -0.5165, -4.7186], [-1.1033, 0.7683, -5.5576], [-4.2322, 2.0532, -5.8363], [-5.2061, 3.7196, -4.2394]],
  "homo_energy_ha": [-0.0289, -0.1092],
  "total_charge": -2,
  "multiplicity": 6,
  "homo_lumo_gap_ev": [5.070, 7.133],
  "largest_force_ha_per_bohr": 0.008,
  "e_above_lowest_ev": 0.718
}